# 1
65
Properties=species:S:1:pos:R:3:lowdin_charge:R:1 method="wB97M-V/def2-TZVPD" homo_lumo_gap_ev=7.235 e_homo_ev=-7.8 de_lowest_kcal_mol=34.19
Ir 1.385 0.854 0.223 1.175
C -0.774 4.939 0.564 -0.018
C -1.231 3.994 -0.501 -0.266
N -2.347 4.223 -1.141 0.128
C -2.738 3.363 -2.110 -0.098
C -1.999 2.290 -2.518 -0.144
C -2.471 1.443 -3.668 -0.197
O -2.322 0.062 -3.358 -0.053
C -0.785 2.009 -1.837 -0.066
C 0.104 0.998 -2.349 -0.036
N 1.162 0.532 -1.768 -0.091
C 2.043 -0.307 -2.523 -0.287
C 2.093 -0.262 -3.916 -0.008
C 2.922 -1.109 -4.630 -0.062
C 3.747 -2.009 -3.971 -0.075
C 3.756 -2.031 -2.587 -0.138
C 2.924 -1.177 -1.886 -0.551
I 3.013 -1.195 0.200 1.309
C -0.431 2.837 -0.763 -0.283
O 0.609 2.656 0.004 -0.190
H -1.466 5.775 0.635 0.081
H 0.231 5.309 0.348 0.087
H -0.705 4.419 1.521 0.060
H -3.690 3.585 -2.579 0.109
H -1.892 1.671 -4.572 0.124
H -3.510 1.698 -3.882 0.121
H -3.123 -0.419 -3.572 0.097
H -0.129 0.616 -3.334 0.119
H 1.497 0.461 -4.455 0.116
H 2.932 -1.050 -5.710 0.110
H 4.396 -2.672 -4.526 0.108
H 4.410 -2.709 -2.055 0.099
N -0.364 -6.501 3.236 0.096
C -0.453 -5.323 2.508 -0.322
C -1.633 -4.570 2.522 -0.025
C -1.740 -3.418 1.772 -0.069
C -0.672 -2.989 0.992 -0.287
C 0.479 -3.757 0.931 -0.096
C 0.597 -4.908 1.692 -0.032
S -0.871 -1.584 -0.069 0.616
O -2.286 -1.471 -0.290 -0.283
O 0.020 -1.825 -1.177 -0.340
N -0.362 -0.156 0.603 -0.238
C -1.200 0.345 1.620 -0.436
N -1.774 -0.529 2.446 0.133
C -2.565 -0.035 3.387 -0.112
C -2.779 1.321 3.550 -0.046
C -2.119 2.141 2.653 -0.103
N -1.340 1.665 1.692 0.151
H -0.991 -6.582 4.019 0.088
H 0.568 -6.819 3.445 0.088
H -2.473 -4.906 3.118 0.110
H -2.656 -2.849 1.771 0.103
H 1.280 -3.474 0.262 0.039
H 1.501 -5.503 1.635 0.110
H -3.037 -0.761 4.042 0.112
H -3.416 1.717 4.327 0.098
H -2.226 3.220 2.694 0.107
Cl 4.340 1.894 3.984 0.623
C 3.538 3.026 2.873 -1.516
Cl 2.328 3.973 3.738 0.638
Cl 4.732 4.092 2.142 0.640
C 2.845 2.171 1.806 -0.845
O 3.320 2.062 0.656 -0.109
O 1.796 1.537 2.138 -0.173

=====

# 2
66
Properties=species:S:1:pos:R:3:lowdin_charge:R:1 method="wB97M-V/def2-TZVPD" homo_lumo_gap_ev=7.086 e_homo_ev=-11.5 total_charge=+1
O -0.145 -1.015 -3.181 -0.118
C -0.091 0.207 -4.037 -0.194
C -0.104 -0.464 -5.404 -0.061
H 0.851 0.769 -3.939 0.127
H -0.998 0.827 -3.884 0.124
C -0.094 -1.722 -4.513 -0.560
H 0.812 -0.219 -5.942 0.124
H -1.057 -0.269 -5.880 0.115
C 1.145 -2.606 -4.630 -0.024
H 2.052 -2.157 -4.234 0.085
H 1.265 -3.029 -5.641 0.101
H 0.957 -3.469 -3.952 0.082
C -1.316 -2.596 -4.757 -0.033
H -2.246 -2.067 -4.499 0.090
H -1.317 -3.435 -4.045 0.077
H -1.304 -2.956 -5.810 0.111
Hf -0.525 -1.199 0.915 1.675
C -2.490 -1.614 1.912 -0.217
C -2.419 -0.195 2.174 -0.116
C -2.456 0.507 0.928 -0.093
H -2.436 0.240 3.178 0.137
C -2.546 -0.487 -0.140 -0.156
C -2.715 -1.796 0.481 -0.174
H -3.093 -2.724 0.048 0.133
H -2.546 -2.418 2.647 0.133
H -2.578 1.596 0.815 0.126
H -2.726 -0.292 -1.200 0.124
C 0.415 -3.020 2.127 -0.161
C -0.418 -3.601 1.133 -0.174
C 0.141 -3.289 -0.169 -0.164
H -1.248 -4.292 1.283 0.135
C 1.355 -2.570 0.023 -0.130
C 1.527 -2.360 1.452 -0.136
H 2.433 -1.960 1.919 0.131
H 0.241 -3.117 3.195 0.122
H -0.212 -3.692 -1.121 0.123
H 2.100 -2.443 -0.764 0.132
O 1.448 2.345 -1.768 -0.155
C 0.038 1.857 -1.755 -0.191
C -0.985 2.961 -1.265 -0.176
H -0.247 0.795 -1.495 0.094
H -0.086 1.921 -2.835 0.053
C -0.143 4.204 -1.643 -0.124
H -1.111 2.837 -0.230 0.037
H -1.963 2.940 -1.729 0.112
C 1.341 3.710 -1.279 -0.153
H -0.635 5.111 -1.243 0.113
H -0.249 4.242 -2.812 0.142
H 1.465 3.666 -0.175 0.105
H 2.158 4.150 -1.845 0.119
O -0.650 -1.226 4.254 0.032
C 0.071 -0.280 3.884 -0.462
N 0.281 0.049 2.536 -0.217
S 1.175 1.436 2.294 0.655
O 2.309 1.060 1.505 -0.276
O 0.305 2.474 1.800 -0.279
C 1.488 1.595 4.026 -0.210
C 2.283 2.615 4.618 -0.010
C 2.324 2.723 6.007 -0.042
C 1.630 1.768 6.765 -0.040
C 0.926 0.734 6.140 0.023
C 0.799 0.655 4.733 -0.138
H 2.852 3.282 3.968 0.127
H 2.887 3.524 6.496 0.122
H 1.649 1.822 7.861 0.120
H 0.426 -0.047 6.702 0.124

=====

# 3
52
Properties=species:S:1:pos:R:3:lowdin_charge:R:1 method="wB97M-V/def2-TZVPD" homo_lumo_gap_ev=7.642 e_homo_ev=-18.1 de_lowest_kcal_mol=55.54 total_charge=+3
Pd -0.508 1.037 -0.186 1.019
O 2.328 6.314 -0.129 0.176
C 1.654 5.187 -0.166 -0.234
C 0.255 5.098 -0.232 0.136
C -0.321 3.850 -0.247 -0.126
N 0.422 2.747 -0.214 0.002
C 1.761 2.806 -0.155 -0.137
C 2.424 4.002 -0.129 0.147
C 2.428 1.467 -0.104 -0.398
O 3.568 1.186 -0.054 0.220
O 1.421 0.469 -0.145 -0.449
C -1.809 3.554 -0.271 -0.492
O -2.679 4.357 -0.360 0.190
O -2.058 2.229 -0.152 -0.205
H 1.771 7.106 -0.152 0.161
H -0.384 5.972 -0.270 0.160
H 3.504 4.044 -0.076 0.164
C -0.667 -3.477 0.901 -0.140
C 0.056 -3.142 -0.392 -0.309
Sb 1.496 -1.525 -0.368 1.752
C 2.236 -1.442 -2.345 -0.334
C 2.595 -2.835 -2.869 -0.138
C 3.176 -2.068 0.800 -0.325
C 3.010 -2.072 2.316 -0.132
H -1.425 -4.235 0.694 0.099
H -1.165 -2.614 1.344 0.053
H 0.004 -3.897 1.647 0.086
H -0.624 -2.902 -1.209 0.064
H 0.754 -3.918 -0.721 0.083
H 3.100 -0.780 -2.271 0.077
H 1.473 -0.959 -2.956 0.076
H 3.392 -3.303 -2.291 0.083
H 2.965 -2.733 -3.889 0.099
H 1.736 -3.505 -2.915 0.073
H 3.943 -1.371 0.461 0.071
H 3.371 -3.068 0.399 0.080
H 2.881 -1.066 2.712 0.082
H 3.920 -2.475 2.760 0.099
H 2.188 -2.705 2.650 0.069
N -5.544 -0.242 0.586 0.218
C -4.335 -0.934 1.189 -0.102
C -3.043 -0.131 1.060 -0.215
N -2.292 -0.272 -0.216 -0.046
H -6.411 -0.639 0.962 0.188
H -5.597 -0.333 -0.432 0.180
H -5.556 0.759 0.808 0.183
H -4.272 -1.923 0.737 0.138
H -4.561 -1.067 2.246 0.147
H -2.389 -0.437 1.876 0.122
H -3.242 0.931 1.200 0.112
H -2.760 0.212 -0.979 0.100
H -2.193 -1.254 -0.454 0.075

=====

# 4
53
Properties=species:S:1:pos:R:3:lowdin_charge:R:1 method="wB97M-V/def2-TZVPD" homo_lumo_gap_ev="6.834 / 5.642" e_homo_ev="-14.6 / -14.5" spin_multiplicity=5 de_lowest_kcal_mol=133.78 total_charge=+2
P 1.196 -1.809 -4.240 0.870
P 0.954 1.271 -4.658 0.926
C 0.653 -0.955 -5.950 -0.493
C 1.493 0.289 -6.109 -0.491
H -0.437 -0.822 -6.083 0.087
H 1.003 -1.420 -6.879 0.083
H 2.569 0.103 -5.994 0.068
H 1.287 0.716 -7.110 0.098
C -0.224 2.199 -6.079 -0.230
H -0.572 3.236 -5.929 0.042
H -1.103 1.585 -6.300 0.031
H 0.279 2.245 -7.060 0.050
C 2.140 2.696 -4.874 -0.294
H 2.074 3.264 -5.814 0.057
H 3.150 2.311 -4.776 0.033
H 1.990 3.410 -4.057 0.034
C 0.193 -3.275 -5.602 -0.151
H 0.294 -4.336 -5.360 0.038
H 0.622 -3.290 -6.634 0.045
H -0.839 -3.013 -5.882 0.036
C 2.640 -2.319 -5.255 -0.377
H 3.237 -1.413 -5.338 0.018
H 2.520 -2.701 -6.291 0.074
H 3.182 -3.096 -4.758 0.034
Os 2.411 -0.907 -1.925 1.160
C -1.784 2.470 -3.853 0.049
C -3.061 2.829 -4.037 -0.022
C -4.128 1.895 -4.432 -0.105
C -4.113 0.938 -3.182 -0.186
C -3.660 -0.413 -3.501 -0.038
C -2.525 -1.016 -2.777 -0.062
C -1.464 -0.264 -2.242 -0.271
C -1.331 1.337 -2.379 -0.046
C 3.079 -2.305 -0.603 -0.283
H -0.965 3.249 -3.875 0.113
H -3.402 3.717 -3.454 0.186
H -4.118 1.397 -5.421 0.149
H -5.017 2.499 -4.424 0.115
H -3.401 1.300 -2.421 0.075
H -5.105 0.981 -2.698 0.153
H -4.116 -0.965 -4.350 0.123
H -2.383 -2.102 -2.999 0.128
H -0.494 -0.753 -2.290 0.006
H -1.613 -0.484 -1.165 0.140
H -1.917 1.639 -1.457 0.123
H -0.271 1.575 -2.233 0.031
H 3.934 -1.960 0.008 0.023
H 3.337 -3.362 -0.863 0.042
H 2.226 -2.444 0.112 0.040
C 2.811 0.467 -0.653 -0.392
H 3.535 0.168 0.180 0.040
H 1.731 0.798 -0.245 0.065
H 3.197 1.558 -0.706 0.058

=====

# 5
9
Properties=species:S:1:pos:R:3:lowdin_charge:R:1 method="wB97M-V/def2-TZVPD" homo_lumo_gap_ev=6.833 e_homo_ev=-3.3 de_lowest_kcal_mol=25.36 total_charge=-1
C -0.488 -0.755 -0.443 -0.780
C -0.493 0.657 -0.738 -1.027
O -0.987 -1.656 -1.138 -0.021
O 0.061 -1.222 0.730 -0.006
S 1.187 1.476 -0.188 0.532
S -1.877 0.989 0.359 0.342
H -0.556 0.811 -1.861 0.079
H -0.371 -1.904 1.090 0.032
H 0.817 0.839 0.967 -0.151

=====

# 6
19
Properties=species:S:1:pos:R:3:lowdin_charge:R:1 method="wB97M-V/def2-TZVPD" homo_lumo_gap_ev="4.939 / 6.742" e_homo_ev="-4.6 / -9.6" spin_multiplicity=3 de_lowest_kcal_mol=0.00
C 1.334 0.351 -0.931 -0.242
C 1.503 -1.130 -0.834 -0.439
C -0.443 -0.305 0.629 -0.751
C -1.018 -0.344 2.070 -0.085
N 0.608 0.610 0.379 -0.083
O -2.198 1.736 -0.006 -0.264
O -1.823 0.044 -1.841 -0.207
O -3.258 -0.479 0.023 -0.304
S -0.049 -1.864 -0.236 0.911
S -2.121 0.338 -0.287 0.595
H 2.256 1.023 -0.781 0.144
H 0.719 0.769 -1.679 0.084
H 1.699 -1.543 -1.838 0.079
H 2.274 -1.516 -0.136 0.096
H -2.144 -0.280 2.043 0.078
H -0.509 0.437 2.654 0.087
H -0.718 -1.282 2.611 0.084
H 0.255 1.546 0.144 0.111
H -2.373 -0.581 -2.341 0.107

=====

# 7
70
Properties=species:S:1:pos:R:3:lowdin_charge:R:1 method="wB97M-V/def2-TZVPD" homo_lumo_gap_ev="8.131 / 4.509" e_homo_ev="-10.3 / -10.3" spin_multiplicity=2 de_lowest_kcal_mol=0.00 total_charge=+1
Sn -0.544 0.419 -0.208 1.177
C 0.723 2.694 1.996 -0.165
C -0.787 2.596 2.187 -0.193
N -1.479 2.330 0.912 -0.179
C -1.736 3.506 0.056 -0.236
C -0.540 4.060 -0.719 -0.407
S 0.483 2.794 -1.530 0.888
C 2.102 2.947 -0.711 -0.404
C 2.402 1.906 0.376 -0.253
N 1.227 1.570 1.179 -0.185
H 1.209 2.722 2.973 0.139
H 0.979 3.624 1.490 0.101
H -1.162 3.509 2.656 0.138
H -1.008 1.765 2.852 0.052
H -2.400 1.956 1.130 0.075
H -2.145 4.323 0.659 0.138
H -2.508 3.211 -0.649 0.101
H 0.115 4.683 -0.112 0.076
H -0.926 4.688 -1.521 0.086
H 2.176 3.971 -0.349 0.081
H 2.836 2.839 -1.507 0.081
H 3.225 2.289 0.990 0.134
H 2.741 0.982 -0.099 0.081
H 1.441 0.783 1.787 0.063
C 3.907 -0.889 -1.238 -0.022
N 3.563 -1.278 0.125 -0.133
C 4.346 -1.093 1.210 -0.014
C 3.672 -1.623 2.280 -0.030
N 2.498 -2.134 1.850 0.022
B 1.585 -2.909 2.913 -0.424
N 0.180 -3.226 2.363 -0.038
C -0.286 -4.493 2.078 -0.047
C -1.585 -4.389 1.729 -0.023
N -1.910 -3.047 1.806 -0.095
C -3.230 -2.488 1.535 -0.011
C -0.819 -2.347 2.187 -0.718
S -0.697 -0.652 2.424 0.653
C 2.409 -1.931 0.510 -0.687
S 1.189 -2.362 -0.568 0.819
H 4.611 -0.063 -1.195 0.101
H 3.006 -0.588 -1.761 0.052
H 4.366 -1.724 -1.766 0.108
H 5.306 -0.606 1.152 0.140
H 3.956 -1.681 3.319 0.140
H 2.136 -3.956 3.156 0.087
H 1.512 -2.180 3.869 0.074
H 0.348 -5.360 2.151 0.127
H -2.304 -5.139 1.446 0.129
H -3.957 -3.295 1.554 0.103
H -3.255 -2.004 0.568 0.068
H -3.481 -1.753 2.292 0.087
C 1.920 -1.270 -4.908 -0.024
O 0.496 -1.140 -4.807 -0.013
C 0.021 -0.606 -3.681 -0.587
O 0.697 -0.197 -2.749 -0.117
N -1.330 -0.560 -3.733 0.028
N -2.054 -0.102 -2.634 0.014
H 2.106 -1.631 -5.914 0.099
H 2.279 -1.993 -4.181 0.090
H 2.406 -0.309 -4.754 0.095
H -1.800 -0.896 -4.558 0.164
H -2.746 -0.785 -2.352 0.081
H -2.559 0.742 -2.875 0.084
F -3.058 0.314 -0.058 -0.410
As -4.779 0.835 -0.384 0.735
F -5.252 -0.145 0.932 -0.206
F -4.868 -0.515 -1.455 -0.229
F -6.358 1.342 -0.722 -0.189
F -4.130 1.798 -1.683 -0.247
F -4.481 2.158 0.692 -0.226

=====

# 8
51
Properties=species:S:1:pos:R:3:lowdin_charge:R:1 method="wB97M-V/def2-TZVPD" homo_lumo_gap_ev=7.820 e_homo_ev=-14.7 de_lowest_kcal_mol=11.20 total_charge=+2
Ir 0.862 0.024 -0.116 1.392
O 1.994 -2.141 2.680 -0.220
Cl 2.348 -1.018 1.914 0.766
O 2.399 -1.361 0.452 -0.405
O 3.516 -0.371 2.331 -0.192
O 1.169 -0.023 1.895 -0.425
C 4.180 3.017 0.021 0.010
C 3.491 1.799 -0.030 -0.072
N 2.172 1.741 -0.035 -0.034
C 1.462 2.896 -0.009 -0.140
C 2.063 4.152 0.052 -0.114
C 3.472 4.190 0.071 0.046
C 1.232 5.322 0.087 0.022
C -0.114 5.218 0.046 0.017
C -0.754 3.936 -0.042 -0.115
C -2.148 3.770 -0.110 0.048
C -2.677 2.507 -0.207 0.000
C -1.822 1.406 -0.236 -0.077
N -0.503 1.535 -0.171 -0.062
C 0.037 2.785 -0.070 -0.118
H 5.260 3.012 0.024 0.129
H 4.024 0.858 -0.063 0.122
H 3.982 5.143 0.117 0.138
H 1.707 6.293 0.145 0.134
H -0.737 6.102 0.072 0.133
H -2.793 4.639 -0.088 0.140
H -3.744 2.346 -0.265 0.127
H -2.201 0.399 -0.326 0.110
C -2.663 -4.453 0.707 0.027
N -1.629 -3.636 1.408 -0.167
C -2.162 -2.300 1.795 0.026
C -0.326 -3.533 0.632 -0.063
C -0.447 -2.834 -0.692 -0.235
C -0.611 -3.588 -1.854 -0.007
C -0.569 -3.009 -3.118 -0.032
C -0.367 -1.647 -3.245 -0.031
C -0.267 -0.872 -2.088 -0.167
C -0.268 -1.455 -0.811 -0.278
H -3.529 -4.551 1.356 0.114
H -2.250 -5.434 0.487 0.115
H -2.939 -3.944 -0.212 0.109
H -1.391 -4.127 2.272 0.189
H -2.460 -1.783 0.887 0.093
H -1.382 -1.741 2.308 0.108
H -3.021 -2.439 2.446 0.116
H 0.023 -4.557 0.505 0.148
H 0.363 -3.016 1.293 0.097
H -0.718 -4.665 -1.779 0.129
H -0.683 -3.627 -3.998 0.125
H -0.343 -1.182 -4.221 0.126
H -0.239 0.218 -2.217 0.097